Record 1
CH2BrNO | ωB97M-V with the def2-TZVPD basis set

Computed properties:
- Multiplicity: 1
- Charge: 0
- Calculated total energy: -2743.163364 hartree
- HOMO level (spin up / spin down): -8.26 / -8.28 eV

The geometry in XYZ format:
```
6
Properties=species:S:1:pos:R:3:forces:R:3
C -0.046 0.663 0.284 0.6 -3.7 -1.7
N 0.018 -1.396 0.016 1.5 0.4 -1.3
O 0.798 -1.827 -0.763 -1.8 1.7 2.0
Br -1.681 0.884 -0.473 -1.3 0.5 -0.1
H 0.744 0.893 -0.345 1.3 0.7 -1.2
H 0.167 0.783 1.281 -0.3 0.4 2.3
```
Forces are in eV/Å.

Record 2
C6H7NS | ωB97M-V with the def2-TZVPD basis set

Computed properties:
- Multiplicity: 1
- Charge: 0
- Calculated total energy: -685.672599 hartree
- HOMO level: -8.23 eV
- SMILES: C=C(C#CC)NC=S

The geometry in XYZ format:
```
15
Properties=species:S:1:pos:R:3:forces:R:3
C 0.230 2.433 -0.657 -0.7 0.3 0.0
C 0.114 1.269 -0.006 -0.8 0.4 -0.7
C -1.092 0.497 0.097 0.7 0.4 -0.2
C -2.097 -0.145 0.157 -0.5 -0.3 -0.1
C -3.342 -0.898 0.128 -0.1 -0.8 -1.5
N 1.246 0.794 0.682 0.0 -0.4 0.1
C 1.859 -0.383 0.553 -0.6 -0.8 -1.3
S 1.449 -1.622 -0.451 0.1 0.4 0.5
H 1.187 2.920 -0.564 0.2 0.2 -0.3
H -0.582 2.986 -1.187 0.7 -0.9 0.7
H -3.144 -2.031 0.056 -0.4 1.8 0.4
H -3.973 -0.593 0.954 -0.1 -0.4 0.3
H -3.899 -0.587 -0.807 0.5 -0.5 0.9
H 1.727 1.459 1.228 0.4 0.8 0.6
H 2.751 -0.406 1.134 0.7 -0.2 0.6
```
Forces are in eV/Å.

Record 3
C5H3P | ωB97M-V with the def2-TZVPD basis set

Computed properties:
- Multiplicity: 1
- Charge: 0
- Calculated total energy: -533.366156 hartree
- HOMO level: -8.56 eV

The geometry in XYZ format:
```
9
Properties=species:S:1:pos:R:3:forces:R:3
C 1.091 -0.764 0.378 0.8 0.2 -0.3
C 2.214 -0.156 0.227 -1.5 0.5 -0.4
C -1.130 -0.849 -0.774 0.4 0.8 0.6
C -0.170 -1.183 0.059 0.9 -0.6 0.1
C -0.628 0.388 -0.138 0.4 -1.1 -2.0
P 0.976 1.448 -0.319 1.1 -1.9 0.4
H -2.106 -1.229 -1.014 0.1 0.0 -0.6
H -1.341 0.723 0.508 -1.5 1.6 2.2
H 1.093 1.621 1.072 -0.5 0.6 0.0
```
Forces are in eV/Å.

Record 4
C20H25N4NiO4S2 | ωB97M-V with the def2-TZVPD basis set

Computed properties:
- Multiplicity: 1
- Charge: -1
- Calculated total energy: -3601.898991 hartree
- HOMO level (spin up / spin down): -4.62 / -4.59 eV

The geometry in XYZ format:
```
56
Properties=species:S:1:pos:R:3:forces:R:3
Ni 0.705 -0.316 0.392 0.1 -0.5 -0.2
O -0.817 -2.137 4.133 -0.1 0.0 0.1
C -2.083 -2.267 3.703 0.0 0.1 -0.1
C -3.022 -2.741 4.624 0.0 0.0 0.0
C -4.345 -2.889 4.263 0.0 0.0 -0.1
C -4.767 -2.571 2.973 0.0 0.0 0.0
C -3.841 -2.110 2.056 0.1 0.0 0.0
C -2.494 -1.953 2.394 0.1 0.0 0.0
C -1.517 -1.445 1.393 0.0 -0.1 0.1
O -0.332 -1.142 1.814 0.1 0.2 -0.3
N -1.906 -1.326 0.152 0.0 0.0 0.0
N -0.852 -0.823 -0.605 0.2 0.0 0.4
C -1.054 -0.681 -1.857 0.0 0.1 -0.2
C -0.085 -0.139 -2.781 0.0 0.0 0.0
C -0.461 -0.023 -4.129 0.0 0.0 0.0
C 0.393 0.464 -5.090 0.0 0.0 0.0
C 1.684 0.847 -4.695 0.0 0.0 0.0
C 2.086 0.745 -3.386 0.0 0.0 0.0
C 1.221 0.256 -2.369 -0.1 0.0 0.1
O 1.665 0.206 -1.156 -0.1 0.0 0.2
H -0.300 -1.711 3.412 0.0 -0.1 -0.1
H -2.674 -2.977 5.622 0.0 0.0 0.0
H -5.058 -3.252 4.994 0.0 0.0 0.0
H -5.806 -2.683 2.690 0.0 0.0 0.0
H -4.134 -1.864 1.044 0.0 0.0 0.0
H -2.027 -0.985 -2.241 0.0 0.0 0.0
H -1.464 -0.335 -4.405 0.0 0.0 0.0
H 0.080 0.547 -6.123 0.0 0.0 0.0
H 2.381 1.230 -5.434 0.0 0.0 0.0
H 3.083 1.039 -3.078 0.0 0.0 0.0
C -1.680 4.326 1.278 0.0 0.0 0.0
C -2.396 3.026 0.931 0.0 -0.1 0.0
C -3.648 2.874 1.790 0.0 0.0 0.0
C -2.788 3.010 -0.550 0.0 0.0 -0.1
N -1.533 1.888 1.296 0.0 0.1 -0.2
N -0.275 1.829 0.644 -0.2 0.3 0.0
H -2.377 5.166 1.228 0.0 0.0 0.0
H -0.860 4.530 0.587 0.0 0.0 0.0
H -1.272 4.269 2.289 0.0 0.0 0.0
H -4.365 3.671 1.575 0.0 0.0 0.0
H -3.384 2.906 2.849 0.0 0.0 0.0
H -4.134 1.914 1.592 0.0 0.0 0.0
H -3.412 3.873 -0.797 0.0 0.0 0.0
H -3.349 2.100 -0.784 0.0 0.0 0.0
H -1.914 3.046 -1.206 0.0 0.0 0.0
H -2.020 1.029 1.053 0.0 0.0 0.1
H 0.420 2.322 1.188 0.0 0.0 0.1
H -0.302 2.198 -0.303 0.0 0.0 0.0
C 0.212 1.185 4.464 -0.1 0.0 0.0
O 0.899 1.003 3.230 0.2 0.1 0.0
C 2.026 0.274 3.220 -0.3 -0.4 -0.1
S 2.701 -0.319 4.608 0.2 0.1 0.0
S 2.608 -0.031 1.621 -0.2 0.0 0.0
H -0.654 1.793 4.214 0.0 0.0 0.0
H 0.853 1.678 5.193 0.0 0.0 0.0
H -0.106 0.223 4.868 0.0 0.0 0.0
```
Forces are in eV/Å.